1.
An isolated molecule of C5H10N2. Source: the Open Molecules 2025 dataset; level of theory: wB97M-V/def2-TZVPD.

Geometry as XYZ:
```
17
Properties=species:S:1:pos:R:3
C -0.766 1.210 0.836
C -1.807 0.583 -0.060
N 1.326 -0.851 -1.617
C 0.415 -0.693 -0.494
C 1.120 -0.080 0.766
C -0.482 0.463 -0.720
N 1.138 -0.647 1.926
H 0.823 -1.181 -2.433
H 2.046 -1.529 -1.395
H 0.712 -1.573 1.943
H -0.638 2.280 0.733
H -0.827 0.926 1.879
H -2.240 -0.341 0.304
H -2.524 1.236 -0.544
H -0.110 -1.607 -0.179
H 1.931 0.571 0.443
H -0.114 1.234 -1.385
```

Spin multiplicity: 1
HOMO energy, eV: -8.417
LUMO level, eV: 1.01
ΔE to the lowest compared entry with this formula, charge and spin, kJ/mol: 332.9
Net charge: 0
Molar mass, g/mol: 98.1



2.
A cluster of 2 separate species, C3H9NO2 in total. Source: the Open Molecules 2025 dataset; level of theory: wB97M-V/def2-TZVPD.

Geometry as XYZ:
```
15
Properties=species:S:1:pos:R:3
C 0.520 2.269 0.712
N 0.106 2.007 -0.691
H -0.864 2.175 -0.891
H 0.682 2.488 -1.362
H -0.422 -0.067 -0.434
H 1.127 1.440 1.073
H -0.356 2.221 1.355
H 1.035 3.223 0.684
C 0.242 -2.492 0.162
C -0.987 -1.852 -0.351
O -0.872 -0.689 -1.037
O -2.037 -2.421 -0.343
H 0.614 -2.284 1.169
H 1.114 -2.483 -0.489
H 0.099 -3.536 0.442
```

Spin multiplicity: 1
HOMO energy, eV: -9.626
LUMO level, eV: 0.71
ΔE to the lowest compared entry with this formula, charge and spin, kJ/mol: 147.4
Net charge: 0
Molar mass, g/mol: 91.1



3.
A cluster of 2 separate species, C28H28O5 in total. Source: the Open Molecules 2025 dataset; level of theory: wB97M-V/def2-TZVPD.

Geometry as XYZ:
```
61
Properties=species:S:1:pos:R:3
C -6.269 2.844 3.219
O -6.198 1.411 3.165
C -4.988 0.816 3.248
C -4.987 -0.605 3.309
C -3.800 -1.277 3.479
C -2.565 -0.572 3.622
C -1.353 -1.288 3.838
C -0.131 -0.707 4.142
C 1.057 -1.385 3.781
C 2.300 -0.670 3.560
C 3.221 -1.192 2.613
C 4.270 -0.426 2.163
C 4.492 0.856 2.737
O 5.593 1.533 2.309
C 5.878 2.833 2.901
C 3.629 1.356 3.748
C 2.559 0.580 4.167
C -2.591 0.852 3.534
C -3.772 1.543 3.318
H -7.341 3.030 3.223
H -5.808 3.244 4.132
H -5.807 3.300 2.334
H -5.948 -1.111 3.230
H -3.792 -2.369 3.545
H -1.383 -2.372 3.736
H -0.090 0.298 4.576
H 0.848 -2.270 3.100
H 3.058 -2.175 2.161
H 4.978 -0.768 1.404
H 6.710 3.224 2.309
H 5.005 3.499 2.818
H 6.179 2.730 3.958
H 3.821 2.336 4.199
H 1.912 0.942 4.969
H -1.649 1.409 3.577
H -3.771 2.635 3.268
C 5.546 -5.738 3.607
C 4.334 -5.053 3.013
O 3.631 -4.381 4.135
C 2.405 -3.953 3.744
C 1.718 -3.122 4.790
C 0.509 -3.802 5.199
C 0.221 -3.833 6.675
C 1.084 -4.542 7.524
C 0.718 -4.819 8.849
C -0.520 -4.367 9.335
C -1.367 -3.615 8.503
C -1.000 -3.359 7.179
O -0.299 -4.351 4.401
O 1.984 -4.216 2.610
H 6.226 -6.073 2.809
H 6.090 -5.064 4.287
H 5.240 -6.644 4.160
H 4.601 -4.260 2.281
H 3.672 -5.805 2.540
H 2.317 -2.582 5.527
H 2.041 -4.900 7.142
H 1.388 -5.399 9.494
H -0.819 -4.586 10.369
H -2.324 -3.245 8.888
H -1.654 -2.791 6.518
```

Spin multiplicity: 1
HOMO energy, eV: -7.324
LUMO level, eV: -0.76
ΔE to the lowest compared entry with this formula, charge and spin, kJ/mol: 139.2
Net charge: 0
Molar mass, g/mol: 444.5



4.
A cluster of 9 separate species, C31H77N3O9 in total. Source: the Open Molecules 2025 dataset; level of theory: wB97M-V/def2-TZVPD.

Geometry as XYZ:
```
120
Properties=species:S:1:pos:R:3
C -29.039 -25.090 -21.967
C -29.240 -25.463 -20.495
O -28.339 -24.736 -19.682
H -29.496 -25.854 -22.596
H -27.986 -25.244 -22.206
H -29.508 -24.115 -22.090
H -29.209 -26.522 -20.240
H -30.257 -25.264 -20.158
H -27.656 -25.344 -19.391
C -21.650 -23.379 -21.229
C -21.837 -21.952 -21.583
O -23.169 -21.686 -22.171
H -22.064 -23.918 -22.082
H -22.303 -23.583 -20.380
H -20.713 -23.710 -20.783
H -21.018 -21.586 -22.202
H -21.767 -21.444 -20.621
H -23.009 -20.890 -22.684
O -26.297 -25.321 -13.478
H -26.698 -24.562 -13.902
H -25.909 -25.820 -14.196
O -24.058 -21.903 -16.130
H -23.350 -21.611 -16.704
H -24.858 -21.627 -16.577
O -27.381 -20.678 -18.346
H -27.635 -21.482 -18.799
H -27.987 -20.015 -18.675
O -21.881 -25.992 -15.830
H -21.070 -26.498 -15.881
H -21.657 -25.235 -15.288
C -15.887 -20.965 -19.132
C -15.007 -20.208 -18.076
C -15.321 -18.634 -18.266
C -16.443 -18.026 -17.569
C -16.402 -18.468 -16.105
C -16.456 -20.009 -15.850
N -15.286 -20.524 -16.601
O -14.997 -21.847 -16.272
C -16.336 -20.172 -14.360
C -17.883 -20.577 -16.341
C -13.527 -20.467 -18.343
H -15.913 -22.020 -18.857
H -15.454 -20.653 -20.082
H -16.905 -20.579 -19.187
H -14.359 -18.139 -18.138
H -15.568 -18.424 -19.307
H -17.437 -18.182 -17.988
H -16.293 -16.947 -17.599
H -17.287 -18.149 -15.553
H -15.653 -18.052 -15.432
H -15.738 -19.407 -13.864
H -17.303 -20.227 -13.859
H -15.834 -21.122 -14.176
H -18.654 -20.382 -15.596
H -18.211 -20.281 -17.337
H -17.753 -21.638 -16.556
H -13.204 -21.475 -18.080
H -12.905 -19.872 -17.674
H -13.336 -20.378 -19.412
H -14.387 -21.669 -15.552
C -24.227 -13.021 -16.698
C -24.981 -13.784 -15.611
C -24.643 -15.320 -15.714
C -23.270 -15.516 -15.070
C -23.290 -15.082 -13.588
C -23.545 -13.555 -13.452
N -24.789 -13.285 -14.206
O -25.110 -11.968 -14.092
C -23.831 -13.291 -11.959
C -22.293 -12.698 -13.843
C -26.525 -13.677 -15.858
H -24.231 -13.404 -17.718
H -23.172 -12.887 -16.456
H -24.666 -12.056 -16.952
H -25.506 -15.940 -15.472
H -24.445 -15.624 -16.742
H -22.598 -14.944 -15.709
H -23.047 -16.582 -15.022
H -22.351 -15.416 -13.146
H -24.099 -15.593 -13.067
H -23.889 -12.203 -11.944
H -24.849 -13.578 -11.694
H -23.276 -13.820 -11.184
H -22.172 -12.650 -14.925
H -22.131 -11.698 -13.440
H -21.354 -13.216 -13.647
H -26.710 -12.612 -15.724
H -27.095 -14.317 -15.184
H -26.923 -13.910 -16.845
H -24.410 -11.686 -14.685
C -30.499 -19.594 -13.266
C -31.836 -20.471 -13.477
C -32.280 -21.218 -12.185
C -32.806 -20.323 -11.084
C -33.956 -19.554 -11.603
C -33.824 -18.848 -13.001
N -33.069 -19.728 -13.916
O -33.115 -19.337 -15.195
C -35.304 -18.681 -13.393
C -33.178 -17.484 -12.821
C -31.498 -21.572 -14.341
H -29.542 -20.099 -13.132
H -30.366 -18.788 -12.545
H -30.283 -19.161 -14.243
H -33.120 -21.835 -12.505
H -31.400 -21.722 -11.784
H -32.038 -19.596 -10.822
H -33.188 -21.017 -10.335
H -34.090 -18.738 -10.892
H -34.857 -20.166 -11.582
H -35.843 -19.628 -13.430
H -35.801 -18.112 -12.608
H -35.397 -18.085 -14.301
H -33.790 -16.964 -12.084
H -32.199 -17.483 -12.342
H -33.073 -16.881 -13.723
H -32.387 -22.064 -14.737
H -30.945 -22.374 -13.851
H -31.098 -21.293 -15.315
H -32.697 -18.479 -15.084
```

Spin multiplicity: 1
HOMO energy, eV: -8.030
LUMO level, eV: 0.11
ΔE to the lowest compared entry with this formula, charge and spin, kJ/mol: 354.0
Net charge: 0
Molar mass, g/mol: 636.0



5.
An isolated molecule of C5H6Cl3OP. Source: the Open Molecules 2025 dataset; level of theory: wB97M-V/def2-TZVPD.

Geometry as XYZ:
```
16
Properties=species:S:1:pos:R:3
C -0.238 -0.154 0.752
C -1.685 -0.259 0.687
C 0.290 1.244 0.504
C -2.494 -0.401 -0.380
C 0.539 0.107 -0.460
O 2.122 -1.889 -1.186
P 2.153 -0.588 -0.596
Cl -4.168 -0.366 -0.602
Cl 2.911 -0.606 1.352
Cl 3.271 0.740 -1.575
H 0.397 -0.688 1.477
H -2.138 -0.438 1.645
H -0.351 2.022 0.147
H 1.188 1.627 0.956
H -1.899 -0.400 -1.238
H 0.102 0.050 -1.480
```

Spin multiplicity: 1
HOMO energy, eV: -9.551
LUMO level, eV: 0.39
ΔE to the lowest compared entry with this formula, charge and spin, kJ/mol: 65.4
Net charge: 0
Molar mass, g/mol: 219.4



6.
An isolated molecule of C4H10O. Source: the Open Molecules 2025 dataset; level of theory: wB97M-V/def2-TZVPD.

Geometry as XYZ:
```
15
Properties=species:S:1:pos:R:3
C -0.412 0.896 1.505
O 0.446 0.167 0.714
C -0.151 -0.310 -0.483
C 0.577 1.014 -1.222
C 0.052 -1.889 -0.320
H 0.220 1.443 2.203
H -1.031 0.152 2.007
H -1.063 1.614 0.968
H -1.267 -0.230 -0.486
H 1.517 0.715 -1.674
H 0.886 1.871 -0.541
H -0.126 1.466 -1.905
H -0.595 -2.564 -0.903
H -0.195 -2.115 0.742
H 1.084 -2.218 -0.449
```

Spin multiplicity: 1
HOMO energy, eV: -8.768
LUMO level, eV: 1.10
ΔE to the lowest compared entry with this formula, charge and spin, kJ/mol: 279.2
Net charge: 0
Molar mass, g/mol: 74.1



7.
An isolated molecule of C21H23ClN2O3. Source: the Open Molecules 2025 dataset; level of theory: wB97M-V/def2-TZVPD.

Geometry as XYZ:
```
50
Properties=species:S:1:pos:R:3
C -3.079 -4.610 1.662
H -3.611 -5.425 1.156
O -1.856 -4.333 1.029
C -2.000 -3.949 -0.320
C -0.632 -3.541 -0.869
N -0.285 -2.181 -0.526
C -0.232 -1.232 -1.476
O -0.414 -1.431 -2.661
C 0.084 0.152 -0.898
N -0.774 0.389 0.253
C -0.871 -0.557 1.216
O -1.516 -0.439 2.234
C -0.100 -1.829 0.865
H -0.474 -2.644 1.487
H 0.963 -1.670 1.087
C -1.460 1.632 0.384
C -1.177 2.431 1.485
C -1.797 3.656 1.623
C -2.687 4.085 0.656
C -3.006 3.282 -0.429
C -2.409 2.024 -0.562
C -2.819 1.119 -1.685
H -2.386 1.442 -2.633
H -2.512 0.092 -1.504
H -3.901 1.133 -1.797
C -4.000 3.761 -1.443
H -3.596 3.680 -2.451
H -4.266 4.797 -1.256
H -4.911 3.163 -1.400
H -3.157 5.053 0.754
H -1.580 4.278 2.478
H -0.488 2.076 2.236
C 1.561 0.274 -0.562
C 2.498 -0.561 -1.161
C 3.843 -0.440 -0.865
C 4.259 0.525 0.038
C 3.341 1.377 0.631
C 1.999 1.249 0.326
H 1.288 1.921 0.779
H 3.675 2.135 1.322
Cl 5.938 0.676 0.418
H 4.565 -1.092 -1.331
H 2.179 -1.306 -1.874
H -0.154 0.899 -1.663
H -0.640 -3.593 -1.960
H 0.122 -4.224 -0.469
H -2.400 -4.790 -0.907
H -2.704 -3.107 -0.405
H -2.840 -4.907 2.681
H -3.723 -3.723 1.683
```

Spin multiplicity: 1
HOMO energy, eV: -8.902
LUMO level, eV: 0.75
ΔE to the lowest compared entry with this formula, charge and spin, kJ/mol: 86.0
Net charge: 0
Molar mass, g/mol: 386.9



8.
A structure of composition C2BiFO. Source: the Open Molecules 2025 dataset; level of theory: wB97M-V/def2-TZVPD.

Geometry as XYZ:
```
5
Properties=species:S:1:pos:R:3
C -0.647 0.912 -0.527
C 0.318 -0.123 -0.441
O -0.023 0.543 0.846
F 1.580 -0.019 -0.810
Bi -1.228 -1.314 0.932
```

Spin multiplicity: 1
HOMO energy (spin up / spin down), eV: -22.006 / -22.006
LUMO level (spin up / spin down), eV: -15.13 / -15.13
Net charge: +2
Molar mass, g/mol: 268.0



Calculated total energy in order - -305.89704 -324.91646 -1459.84330 -2068.42577 -1991.31435 -233.53859 -1609.48662 -464.83713 hartree